(1)
The following is a quantum chemistry calculation of a single C16H18N2O molecule, from OMol25.

Calculated total energy (a.u.): -805.29368
Energy above the lowest of the compared OMol25 structures with the same formula, charge and spin (eV): 0.000
Gap between HOMO and LUMO (eV): 8.9
Multiplicity: 1

XYZ file:
```
37
C16H18N2O | OMol25 | wB97M-V/def2-TZVPD
C -6.1194 -1.1924 0.5404
C -4.8721 -0.3805 0.3632
C -4.7826 0.9137 0.8562
C -3.6208 1.6445 0.6968
C -2.5122 1.1177 0.0457
C -1.2732 1.9479 -0.0948
C -2.5927 -0.1861 -0.4509
C -1.4343 -0.8305 -1.1667
N -0.2743 -0.9815 -0.3131
C 0.9386 -0.4545 -0.6477
O 1.1289 0.1245 -1.6955
N 1.8929 -0.6625 0.3250
C 3.2444 -0.3120 0.3075
C 3.8344 0.3806 -0.7456
C 5.1802 0.6933 -0.6931
C 5.9527 0.3284 0.3963
C 5.3669 -0.3587 1.4460
C 4.0236 -0.6777 1.4043
C -3.7646 -0.9113 -0.2820
H -6.0627 -1.7696 1.4642
H -6.9943 -0.5493 0.5992
H -6.2485 -1.8897 -0.2843
H -5.6291 1.3543 1.3632
H -3.5723 2.6532 1.0820
H -0.7911 1.7926 -1.0567
H -0.5503 1.6866 0.6793
H -1.5109 3.0037 0.0125
H -1.7377 -1.8142 -1.5450
H -1.1060 -0.2226 -2.0151
H -0.4226 -1.4155 0.5830
H 1.6065 -1.1714 1.1494
H 3.2356 0.6639 -1.5941
H 5.6286 1.2294 -1.5164
H 7.0029 0.5764 0.4288
H 5.9576 -0.6495 2.3025
H 3.5707 -1.2157 2.2268
H -3.8188 -1.9181 -0.6743
```

Let us look at the natural (NBO) charges, expressed in e, one per atom: -0.6246 -0.0229 -0.2298 -0.1394 -0.0273 -0.6414 -0.0345 -0.2466 -0.6274 0.7930 -0.6564 -0.6373 0.2465 -0.2809 -0.1841 -0.2434 -0.1924 -0.2824 -0.2036 0.2183 0.2163 0.2152 0.2072 0.1979 0.2329 0.2178 0.2163 0.1952 0.2485 0.3873 0.3858 0.2572 0.2132 0.2119 0.2127 0.2003 0.2011


(2)
The following is a quantum chemistry calculation of a gas-phase ion, C4H7N2 (charge +1), from OMol25.

Calculated total energy (a.u.): -265.77853
Energy above the lowest of the compared OMol25 structures with the same formula, charge and spin (eV): 3.536
Gap between HOMO and LUMO (eV): 9.9
Total charge: +1
Multiplicity: 1

XYZ file:
```
13
C4H7N2 | OMol25 | wB97M-V/def2-TZVPD
H 3.5941 0.0436 0.0495
N 2.5521 0.2035 0.3293
C 1.6239 -0.3458 -0.2303
N 0.2582 0.0269 0.0266
C -0.4142 1.1299 -0.0717
C -1.7211 0.4777 0.1406
C -0.8596 -0.8770 0.2494
H 1.7428 -1.1849 -1.0013
H -0.1374 2.0815 -0.3958
H -2.3562 0.7029 -0.8031
H -2.2524 0.9010 1.0061
H -0.9102 -1.4734 1.1722
H -1.1201 -1.6858 -0.4715
```

Let us look at the natural (NBO) charges, expressed in e, one per atom: 0.4191 -0.5390 0.2357 -0.2772 0.3246 -0.4675 -0.2303 0.1991 0.2504 0.2829 0.2822 0.2588 0.2611


(3)
The following is a quantum chemistry calculation of a molecular structure, C22H19CsN9S5, from OMol25.

Calculated total energy (a.u.): -3353.70951
Gap between HOMO and LUMO (eV): 6.0
Total charge: -1
Multiplicity: 1

XYZ file:
```
56
C22H19CsN9S5 | OMol25 | wB97M-V/def2-TZVPD
Cs 0.1462 0.3186 -0.3838
C 3.3016 4.2866 3.0826
S 2.5625 4.9389 1.5558
C 1.6272 3.4153 1.1927
S 2.5064 2.1439 0.5856
N 0.3935 3.5680 1.5497
N -0.4849 2.5563 1.4207
C -1.6720 2.8515 1.8227
C -2.7720 1.9301 1.7697
C -4.0313 2.3192 2.2613
C -5.0866 1.4380 2.1787
C -4.8789 0.1889 1.6083
C -3.5998 -0.1094 1.1617
N -2.5792 0.7167 1.2409
H 4.0070 5.0245 3.4493
H 3.8049 3.3519 2.8498
H 2.5034 4.1222 3.8024
H -1.8838 3.8515 2.2173
H -4.1621 3.2989 2.6981
H -6.0638 1.7154 2.5483
H -5.6818 -0.5270 1.5121
H -3.3787 -1.0661 0.7085
N -0.3431 -5.0450 -0.9173
C -1.6572 -5.0127 -0.5406
C -1.8860 -3.7339 -0.1164
N -0.7604 -2.9957 -0.2213
C 0.1621 -3.7891 -0.7138
C 1.5106 -3.3945 -1.0078
N 1.9921 -2.1862 -0.8287
C 3.2765 -2.2142 -1.2450
C 3.6024 -3.4667 -1.6824
N 2.4717 -4.2201 -1.5258
H 0.1393 -5.8429 -1.2954
H -2.2953 -5.8700 -0.6009
H -2.7969 -3.3070 0.2493
H 3.8869 -1.3331 -1.2103
H 4.5127 -3.8736 -2.0758
H 2.3739 -5.1926 -1.7671
S -3.2424 -1.4099 -8.2308
C -2.3686 -1.3254 -6.8317
S -2.5853 0.0215 -5.7423
C -1.3113 -0.6900 -4.6562
N -0.8729 -1.8027 -5.1367
N -1.4282 -2.1691 -6.3277
C -0.9231 -3.3483 -6.8882
C -1.4911 -3.9696 -7.9994
C -0.9438 -5.1399 -8.4890
C 0.1617 -5.7149 -7.8872
C 0.7268 -5.0969 -6.7846
C 0.1979 -3.9266 -6.2849
S -0.8452 0.0905 -3.2841
H -2.3527 -3.5318 -8.4741
H -1.3893 -5.6109 -9.3521
H 0.5833 -6.6334 -8.2663
H 1.5972 -5.5238 -6.3087
H 0.6370 -3.4391 -5.4293
```

Let us look at the natural (NBO) charges, expressed in e, one per atom: 0.9177 -0.7327 0.1644 -0.0553 -0.3813 -0.4565 -0.2343 -0.0002 0.1588 -0.2384 -0.1727 -0.2751 0.0550 -0.4282 0.2096 0.2284 0.2069 0.1701 0.2143 0.2096 0.2137 0.1872 -0.5103 -0.0954 -0.0815 -0.4204 0.2844 0.2928 -0.4306 -0.0747 -0.1077 -0.5105 0.4079 0.2131 0.2040 0.2213 0.2149 0.4071 -0.2423 -0.1150 0.3487 -0.0896 -0.3807 -0.2639 0.2281 -0.2720 -0.1960 -0.2448 -0.2161 -0.2507 -0.3921 0.2568 0.2032 0.1999 0.1989 0.2521


(4)
The following is a quantum chemistry calculation of a molecular structure, C28H20CeIPS2, from OMol25.

Calculated total energy (a.u.): -2989.36323
Gap between HOMO and LUMO (alpha / beta) (eV): 6.5 / 6.5
Total charge: +1
Multiplicity: 2

XYZ file:
```
53
C28H20CeIPS2 | OMol25 | wB97M-V/def2-TZVPD
Ce 0.9660 2.5227 1.3954
S -1.1485 3.8850 0.4996
C -2.3811 3.3090 1.6699
C -3.6088 3.9781 1.5879
C -4.6777 3.6478 2.4029
C -4.5350 2.6318 3.3377
C -3.3248 1.9693 3.4416
C -2.2381 2.2851 2.6202
S -0.7637 1.3171 2.9287
H -3.7115 4.7726 0.8581
H -5.6149 4.1849 2.3089
H -5.3580 2.3590 3.9884
H -3.1994 1.1787 4.1726
I 3.0016 0.1307 2.4811
C 3.3527 -1.6607 1.4142
C 4.3674 -2.3267 2.0329
C 4.8106 -3.5679 1.5420
C 4.2114 -4.0842 0.4403
C 3.1571 -3.3991 -0.2161
C 2.5961 -4.0069 -1.3627
C 1.5854 -3.4137 -2.0477
C 1.0972 -2.1792 -1.5942
C 1.5943 -1.5358 -0.4873
P 0.7211 0.0550 -0.1673
C -1.0319 -0.4638 -0.1297
C -2.0488 0.4532 -0.4042
C -3.3788 0.0998 -0.2264
C -3.7059 -1.1673 0.2361
C -2.6999 -2.0792 0.5202
C -1.3685 -1.7300 0.3417
C 1.0032 1.0061 -1.7012
C 0.2068 1.0092 -2.8439
C 0.5563 1.8014 -3.9288
C 1.6971 2.5974 -3.8872
C 2.4969 2.6043 -2.7558
C 2.1438 1.8144 -1.6692
C 2.6684 -2.1327 0.2542
H 4.8408 -1.9047 2.9100
H 5.6168 -4.0867 2.0445
H 4.5283 -5.0387 0.0340
H 2.9983 -4.9626 -1.6819
H 1.1550 -3.8775 -2.9256
H 0.2826 -1.7241 -2.1414
H -1.8109 1.4504 -0.7368
H -4.1583 0.8228 -0.4358
H -4.7444 -1.4410 0.3826
H -2.9494 -3.0672 0.8874
H -0.5922 -2.4483 0.5796
H -0.6947 0.4102 -2.8847
H -0.0698 1.8012 -4.8127
H 1.9626 3.2106 -4.7399
H 3.3921 3.2121 -2.7242
H 2.8049 1.7779 -0.8081
```

Let us look at the Löwdin charges, expressed in e, one per atom: 0.3311 0.5510 -0.6436 -0.1297 -0.0799 -0.0792 -0.1267 -0.6290 0.5578 0.0977 0.1087 0.1086 0.0997 1.1254 -0.5434 -0.1805 -0.0527 -0.0159 -0.1443 -0.0099 -0.0360 -0.0851 -0.2784 0.9669 -0.3734 -0.1119 -0.0537 -0.0602 -0.0594 -0.0852 -0.3708 -0.0640 -0.0414 -0.0519 -0.0585 -0.1500 -0.1647 0.0789 0.1193 0.1245 0.1254 0.1192 0.1072 0.0692 0.1171 0.1121 0.1114 0.1091 0.1122 0.1172 0.1161 0.1159 0.0777